1.
64
Properties=species:S:1:pos:R:3:forces:R:3:nbo_charge:R:1 method="wB97M-V/def2-TZVPD" orbital_gap_ev=8.877 de_lowest_kcal_mol=45.8 total_energy_ha=-2286.77461 smiles="Cc1cc(OCc2nnc(SC3CCCC3)n2-c2cccnc2)ccc1-c1ccc(S(C)(=O)=O)cc1" spin_multiplicity=1
S 0.424 4.803 1.775 0.2 0.5 -0.1 0.265
S 2.522 -6.908 -3.582 0.2 0.1 -0.5 2.164
O 3.763 -7.013 -2.864 0.1 0.4 0.0 -0.944
O -3.265 0.601 0.115 -0.1 -0.2 -0.3 -0.498
O 1.734 -8.099 -3.755 -0.3 0.2 -0.1 -0.944
N -1.693 3.111 1.425 0.7 -0.5 0.4 -0.382
N -0.992 1.310 2.457 -0.9 -0.8 -0.1 -0.269
N -0.031 2.235 2.571 0.6 0.8 0.2 -0.335
N -3.847 4.497 -1.180 -0.3 -0.1 -0.4 -0.400
C -3.242 1.091 1.439 0.0 0.0 0.2 -0.116
C -3.426 6.198 0.434 0.0 -0.1 0.0 -0.243
C 2.754 3.256 1.487 0.2 0.0 -0.1 -0.422
C -3.105 3.662 -0.482 0.4 -0.2 0.3 0.027
C -1.602 -1.120 0.630 -0.2 0.2 0.1 -0.328
C 2.879 -6.223 -5.230 -0.3 -0.2 0.9 -0.856
C 1.351 -3.605 -1.588 -0.1 -0.1 -0.1 -0.212
C -0.872 -2.552 -1.163 -0.1 0.2 0.1 -0.123
C -0.037 -3.630 -1.723 0.1 -0.2 -0.1 -0.005
C 1.512 -5.636 -2.830 0.3 -0.4 -0.3 -0.279
C 0.078 -2.861 1.171 0.0 0.0 0.0 -0.656
C 2.110 4.359 2.327 -0.5 0.0 -0.2 -0.305
C -0.633 -4.676 -2.427 0.1 0.0 0.0 -0.201
C 2.196 3.905 3.793 0.0 -0.1 0.3 -0.423
C 2.126 -4.607 -2.143 0.2 0.0 0.1 -0.194
C 3.735 2.610 2.460 -0.1 -0.1 0.0 -0.397
C -0.806 -2.168 0.178 -0.1 -0.1 -0.2 0.122
C 0.140 -5.681 -2.978 -0.1 -0.1 -0.1 -0.206
C -2.480 4.028 0.710 -0.5 0.6 -0.4 0.087
C -2.537 -0.849 -1.566 -0.1 0.1 0.2 -0.267
C -1.758 -1.891 -2.013 0.0 0.1 0.1 -0.162
C 2.930 2.561 3.756 0.1 0.0 0.1 -0.407
C -2.650 5.327 1.178 -0.1 -0.2 -0.1 -0.176
C -4.003 5.733 -0.739 0.0 0.3 0.2 0.041
C -1.980 1.810 1.775 -0.2 0.0 0.1 0.290
C -2.456 -0.450 -0.232 0.1 -0.2 -0.2 0.310
C -0.442 3.314 1.963 0.0 0.0 -0.1 0.181
H -2.186 5.641 2.101 0.0 0.0 0.1 0.237
H -3.214 -0.329 -2.225 -0.1 0.1 -0.1 0.225
H -1.709 -4.703 -2.524 -0.1 0.0 0.0 0.223
H 2.752 4.642 4.374 0.0 0.0 0.0 0.207
H 2.002 2.520 1.202 0.0 0.0 0.0 0.223
H 3.499 -6.937 -5.758 0.1 -0.2 0.0 0.251
H 3.200 -4.616 -2.040 0.1 0.1 0.1 0.239
H -0.425 -2.927 2.134 0.0 0.0 0.1 0.223
H -1.517 -0.827 1.664 0.0 0.0 0.1 0.240
H 4.617 3.243 2.581 0.1 0.0 0.0 0.191
H -3.385 0.281 2.163 0.0 0.1 -0.1 0.216
H -0.300 -6.512 -3.508 -0.1 -0.1 0.0 0.242
H 0.343 -3.861 0.840 0.0 0.0 0.1 0.224
H -3.581 7.213 0.763 0.0 0.1 0.0 0.226
H 3.225 3.649 0.586 0.0 0.0 0.0 0.214
H 3.405 -5.286 -5.097 0.1 0.2 0.0 0.237
H 0.994 -2.291 1.322 0.1 0.0 0.1 0.222
H 4.056 1.625 2.128 0.1 0.0 0.0 0.214
H 1.209 3.798 4.238 0.0 0.1 0.1 0.229
H 2.198 1.756 3.694 0.0 0.0 0.0 0.229
H -1.813 -2.190 -3.050 0.0 0.0 -0.1 0.214
H 1.939 -6.080 -5.745 -0.2 0.0 -0.1 0.237
H 1.818 -2.788 -1.061 0.1 0.1 0.1 0.222
H 2.634 5.307 2.183 -0.1 0.0 0.0 0.231
H 3.554 2.410 4.634 0.0 -0.1 0.1 0.207
H -4.090 1.782 1.493 0.1 -0.2 0.1 0.218
H -3.004 2.663 -0.885 0.1 -0.1 0.1 0.223
H -4.618 6.374 -1.355 0.0 0.1 0.0 0.198

2.
52
Properties=species:S:1:pos:R:3:forces:R:3:nbo_charge:R:1 method="wB97M-V/def2-TZVPD" orbital_gap_ev=8.292 de_lowest_kcal_mol=89.5 total_energy_ha=-1147.96755 smiles=CNC[C@H](CO)NC.O.O.O.O.O.O.O.O.O.O spin_multiplicity=1
O 0.417 1.560 -0.253 -1.0 -0.2 0.4 -0.773
O -1.275 0.055 3.758 -0.3 0.3 0.3 -0.977
O -3.007 1.978 0.677 -0.5 -0.5 0.6 -0.959
O 3.025 1.145 -0.122 1.4 -0.4 -1.1 -0.964
O 2.788 1.262 2.475 -0.6 -0.4 -1.3 -1.009
O 4.574 0.525 -2.592 0.0 0.6 0.8 -0.939
O -1.677 3.240 3.350 0.2 -1.3 0.9 -0.996
O -0.027 2.426 -3.136 0.5 -0.1 1.8 -0.955
O -3.184 -2.625 -1.396 -0.4 0.2 0.0 -0.945
O 0.848 3.175 2.132 -1.4 0.6 -0.4 -0.994
O -3.122 -2.817 2.209 0.3 -0.6 0.4 -0.939
N -0.923 -0.289 -2.259 -0.3 -0.1 0.3 -0.664
N 1.061 -2.535 -0.057 0.8 0.7 1.4 -0.667
C -0.182 0.292 0.047 -1.2 -0.4 -1.3 -0.111
C 1.104 -3.839 0.556 -0.1 -0.9 0.6 -0.414
C 0.086 -0.563 -1.176 -3.7 -2.1 0.4 -0.069
C -0.533 -0.418 -3.689 -0.9 -2.2 2.0 -0.414
C -0.171 -2.022 -0.666 1.7 -2.2 -2.1 -0.229
H -2.256 3.879 2.967 -0.1 0.7 -0.7 0.480
H -0.779 2.991 -3.021 -0.9 0.8 -0.6 0.464
H 0.117 2.281 -2.162 0.4 -0.3 -1.0 0.488
H -1.395 0.578 -2.107 -0.1 0.4 0.2 0.366
H 1.913 -2.427 -0.608 -0.8 0.3 -0.1 0.353
H -2.727 -2.074 -2.047 0.1 0.1 0.2 0.482
H 3.680 1.576 2.647 0.0 0.0 -0.1 0.477
H 1.316 2.351 2.032 1.2 -0.4 0.7 0.503
H -0.852 3.105 2.861 0.0 0.7 -0.3 0.501
H -2.457 2.028 1.483 -0.4 0.0 -0.2 0.485
H 3.856 1.168 -2.566 0.1 0.3 -0.2 0.471
H 1.440 3.807 2.539 0.2 -0.1 0.1 0.498
H 1.495 -4.638 -0.062 0.2 -0.2 -0.9 0.167
H -1.101 0.947 4.143 0.2 -1.1 -0.9 0.497
H 1.793 -3.895 1.425 -0.6 0.4 -0.1 0.188
H -2.883 -3.141 3.095 -0.1 0.2 -0.5 0.473
H -1.169 -1.168 -4.206 0.0 0.6 0.2 0.180
H 1.032 -0.580 -1.644 1.6 0.4 0.0 0.169
H 0.258 -0.148 0.971 -0.2 0.2 -0.7 0.192
H 4.297 -0.089 -3.254 -0.1 -0.7 -0.7 0.477
H -3.783 1.440 0.955 0.8 0.6 -0.3 0.474
H 3.734 0.737 -0.661 0.0 0.1 0.8 0.500
H 2.734 1.121 1.462 0.8 0.0 1.7 0.504
H -0.551 0.516 -4.187 0.6 0.7 -0.5 0.224
H -3.799 -2.018 -0.956 0.3 -0.3 -0.2 0.464
H -1.366 0.297 0.099 2.4 0.4 0.3 0.213
H -0.221 -2.694 -1.570 -1.1 0.9 0.2 0.165
H 0.384 -0.961 -3.565 1.2 0.3 -1.0 0.177
H -0.610 -0.252 3.122 0.0 0.7 0.6 0.480
H 2.274 1.067 -0.702 -1.0 0.2 0.0 0.496
H -3.465 -1.942 2.366 -0.1 0.5 0.1 0.468
H -1.067 -2.259 -0.053 0.6 0.7 -0.2 0.244
H 0.121 -4.247 0.825 0.1 0.6 0.3 0.206
H 0.236 2.088 0.522 0.1 1.1 0.0 0.494

3.
12
Properties=species:S:1:pos:R:3:forces:R:3:nbo_charge:R:1 method="wB97M-V/def2-TZVPD" orbital_gap_ev="6.652 / 6.408" de_lowest_kcal_mol=82.3 total_energy_ha=-285.79457 total_charge=-1 spin_multiplicity=1
O 3.046 0.435 0.405 -1.5 0.2 -3.1 -0.371
N 2.586 0.738 -0.731 0.8 -0.5 1.8 -0.150
C 0.078 -0.741 -0.712 -0.3 1.6 -0.2 -0.603
C -1.602 1.232 0.088 -1.6 0.2 3.0 -0.565
C -0.332 -0.973 0.704 -1.2 0.0 -0.1 -0.482
C -0.973 0.117 -0.135 3.6 -3.1 -0.9 0.017
H -1.965 1.948 -0.581 -0.3 1.0 -1.2 0.172
H -1.001 -1.842 0.849 0.2 0.3 0.5 0.151
H -0.013 -1.528 -1.433 -0.5 -0.3 -0.4 0.174
H 0.294 -0.702 1.552 0.2 -0.1 0.0 0.170
H -1.943 1.304 1.157 0.1 0.5 -1.0 0.159
H 1.825 0.013 -1.163 0.5 0.2 1.6 0.327

4.
15
Properties=species:S:1:pos:R:3:forces:R:3:nbo_charge:R:1 method="wB97M-V/def2-TZVPD" orbital_gap_ev=8.495 de_lowest_kcal_mol=11.4 total_energy_ha=-642.81544 smiles="C=CC1(I)OCCO1" spin_multiplicity=1
I -0.453 2.281 -1.767 -0.2 -0.4 0.0 -0.353
O -0.522 0.198 0.569 0.3 0.0 -0.3 -0.504
O 1.187 -0.097 -0.785 0.1 -0.2 -0.2 -0.490
C 0.540 0.910 1.159 -0.9 2.1 2.9 -0.132
C -2.169 -1.126 -0.933 -0.2 -2.4 -3.5 -0.290
C -0.151 0.022 -0.701 0.7 0.6 0.2 0.671
C -0.988 -0.871 -1.483 -0.9 1.3 1.4 -0.304
C 1.756 0.687 0.278 1.0 0.8 -0.9 -0.130
H 2.720 0.222 0.577 -1.1 -0.2 0.4 0.219
H -0.624 -0.886 -2.440 0.4 -1.1 -2.4 0.233
H -2.964 -1.777 -1.432 1.2 1.3 1.0 0.222
H 0.247 2.033 1.090 0.6 -1.8 0.3 0.217
H 2.053 1.692 -0.114 -0.3 -0.8 -0.1 0.211
H -2.206 -0.689 -0.012 -1.4 0.4 2.5 0.212
H 0.504 0.600 2.248 0.7 0.4 -1.3 0.218

5.
66
Properties=species:S:1:pos:R:3:forces:R:3:nbo_charge:R:1 method="wB97M-V/def2-TZVPD" orbital_gap_ev=6.239 de_lowest_kcal_mol=0.0 total_energy_ha=-7982.79032 total_charge=+3 spin_multiplicity=1
Pd 1.108 -0.787 0.935 0.0 0.2 0.1 0.735
As -2.225 0.205 0.703 -0.1 0.3 0.4 1.933
As -2.525 3.489 -2.845 0.0 0.0 0.0 0.957
As 1.022 -0.379 -1.404 0.1 -0.1 0.0 1.149
O 1.660 -3.371 1.675 0.0 0.0 0.1 -0.641
O 1.396 -1.557 2.956 0.0 0.0 0.0 -0.818
O -0.986 -0.958 1.281 -0.1 -0.2 -0.6 -0.841
N 3.918 -0.939 -0.106 0.0 0.0 0.0 -0.059
N 2.019 -2.763 5.226 0.0 0.0 0.0 -0.682
N 6.210 -1.340 -0.216 0.0 0.0 0.0 -0.565
N 5.094 -0.878 0.421 0.0 0.1 0.0 0.220
N 3.108 -0.509 0.855 -0.1 -0.3 0.1 -0.321
N 5.141 -0.446 1.662 0.0 0.0 0.0 -0.215
C -1.789 0.574 -2.324 0.0 0.0 0.0 -0.071
C -3.826 -0.246 1.640 0.0 0.0 0.1 -0.989
C -3.871 3.477 -1.408 0.0 0.0 0.0 -0.980
C -1.290 2.022 -2.245 0.0 0.0 0.0 -0.748
C 2.009 1.171 -1.986 0.0 0.0 0.0 -0.940
C -2.729 0.238 -1.162 0.1 -0.1 0.2 -0.737
C 1.686 -2.801 2.752 0.0 0.0 -0.1 0.753
C -1.536 1.821 1.444 0.1 0.0 0.0 -0.982
C 1.872 -1.927 -2.201 0.0 0.0 0.0 -0.931
C -2.645 0.355 -3.589 0.0 0.1 0.0 -0.615
C -0.641 -0.438 -2.436 0.0 0.0 0.1 -0.702
C 2.099 -3.610 3.982 0.0 0.0 0.0 -0.348
C 3.867 -0.222 1.921 0.0 0.2 -0.1 0.162
C -1.414 4.918 -2.108 0.0 0.0 0.0 -0.953
C -1.419 -2.313 1.669 -0.1 0.0 -0.1 -0.261
H 3.499 0.185 2.845 0.0 -0.1 0.0 0.248
H -4.354 4.454 -1.430 0.0 0.0 0.0 0.272
H -3.626 -0.282 2.709 0.0 0.0 0.0 0.279
H -3.587 0.902 -3.536 0.0 0.0 0.0 0.237
H 2.904 -2.722 5.734 0.0 0.0 0.0 0.454
H -1.012 -1.461 -2.329 0.0 0.0 0.0 0.245
H -0.481 4.980 -2.666 0.0 0.0 0.0 0.241
H -3.264 -0.702 -1.323 0.0 0.0 0.0 0.272
H 1.587 2.077 -1.559 0.0 0.0 0.0 0.257
H 1.958 1.218 -3.074 0.0 0.0 0.0 0.262
H -2.318 -2.595 1.123 0.0 0.0 0.0 0.203
H -2.874 -0.703 -3.732 0.0 0.0 0.0 0.226
H -0.892 2.249 -1.247 0.0 0.0 0.0 0.186
H -0.458 2.134 -2.945 0.0 0.0 0.0 0.235
H 6.132 -1.212 -1.218 0.0 0.0 0.0 0.409
H -1.940 5.863 -2.236 0.0 0.0 0.0 0.261
H 1.760 -1.814 4.914 0.0 0.0 0.0 0.466
H -0.614 -2.993 1.409 0.0 0.0 0.0 0.244
H -2.186 2.646 1.156 0.0 0.0 0.0 0.287
H -0.526 2.007 1.083 0.0 0.0 0.0 0.270
H 1.454 -4.478 4.091 0.0 0.0 0.0 0.268
H 2.530 -2.417 -1.490 0.0 0.0 0.0 0.271
H -4.653 2.740 -1.597 0.0 0.0 0.0 0.226
H -3.452 3.347 -0.408 0.0 0.0 0.0 0.180
H -1.535 1.704 2.527 0.0 0.0 0.0 0.279
H -4.537 0.558 1.435 0.0 0.0 0.0 0.293
H 3.120 -3.962 3.854 0.0 0.0 0.0 0.269
H 3.045 1.063 -1.677 0.0 0.0 0.0 0.258
H 2.443 -1.602 -3.070 0.0 0.0 0.0 0.262
H -4.248 -1.186 1.292 0.0 0.0 0.0 0.280
H -0.225 -0.372 -3.447 0.0 0.0 0.0 0.263
H -1.201 4.773 -1.048 0.0 0.0 0.0 0.205
H -2.111 0.714 -4.469 0.0 0.0 0.0 0.247
H 7.032 -0.903 0.187 0.0 0.0 0.0 0.422
H 1.094 -2.619 -2.517 0.0 0.0 0.0 0.255
H -3.482 1.030 -1.055 -0.1 -0.1 -0.1 0.291
H 1.310 -3.097 5.882 0.0 0.0 0.0 0.452
H -1.605 -2.310 2.739 0.0 0.0 0.0 0.212

6.
16
Properties=species:S:1:pos:R:3:forces:R:3:nbo_charge:R:1 method="wB97M-V/def2-TZVPD" orbital_gap_ev=8.831 de_lowest_kcal_mol=28.2 total_energy_ha=-1124.74876 total_charge=+1 spin_multiplicity=1
Cl -2.101 0.953 -1.292 1.3 -0.6 0.5 0.034
S 1.664 -0.959 -1.390 1.3 1.7 -0.1 0.544
N 1.750 1.577 -0.058 2.6 1.3 -1.8 -0.701
N 0.453 -1.789 -0.752 -2.3 -0.7 1.3 -0.565
C 1.121 0.780 -1.078 -4.1 -5.6 0.6 -0.286
C -0.635 -1.261 -0.303 1.6 0.9 -0.9 0.227
C -0.680 0.285 -0.390 1.8 1.5 -0.5 -0.190
C -1.783 -2.132 0.108 -0.6 0.6 -2.0 -0.665
H -2.156 -1.926 1.080 0.3 -0.2 1.4 0.246
H 2.782 1.682 -0.342 -1.6 0.1 0.8 0.465
H 1.120 1.224 -2.031 -0.1 1.3 -0.8 0.248
H -2.708 -1.782 -0.473 1.3 -1.0 0.1 0.255
H -1.426 -3.171 -0.098 -0.9 0.8 0.4 0.271
H 1.705 1.383 0.924 -0.3 -0.8 0.7 0.456
H 1.257 2.426 -0.271 0.3 1.5 0.7 0.452
H -0.615 0.889 0.549 -0.3 -0.9 -0.5 0.211

7.
21
Properties=species:S:1:pos:R:3:forces:R:3:nbo_charge:R:1 method="wB97M-V/def2-TZVPD" orbital_gap_ev=9.733 de_lowest_kcal_mol=19.7 total_energy_ha=-308.39162 smiles=NCCCCCN spin_multiplicity=1
N -1.953 -1.480 2.155 -0.2 0.5 -0.3 -0.848
N 2.143 0.617 -1.849 -0.3 -0.4 0.0 -0.892
C -0.962 -0.555 1.601 0.4 -0.6 -0.1 -0.219
C -0.691 -0.032 -0.876 0.8 0.5 -0.3 -0.387
C -0.425 -1.023 0.244 -0.5 0.0 -0.6 -0.412
C 1.569 1.141 -0.636 0.9 0.0 0.3 -0.204
C 0.066 1.287 -0.730 0.4 0.1 0.8 -0.406
H -0.955 -1.926 -0.071 0.2 -0.2 0.3 0.202
H -1.734 0.201 -0.857 -0.9 0.1 -0.3 0.205
H -1.963 -1.432 3.160 -0.1 -0.3 0.1 0.360
H 1.520 0.209 -2.518 0.2 0.0 -0.1 0.370
H -0.101 -0.477 2.272 -0.1 0.4 0.1 0.171
H 0.640 -1.224 0.253 0.2 -0.3 0.3 0.208
H -0.154 2.000 -1.522 -0.3 0.0 -0.1 0.208
H -1.855 -2.424 1.818 0.2 -0.1 0.2 0.358
H 1.836 0.527 0.243 -0.2 -0.1 -0.2 0.155
H 3.079 0.808 -2.142 0.0 0.1 0.1 0.381
H -0.223 1.733 0.228 -0.2 0.2 -0.2 0.200
H -1.434 0.418 1.460 0.1 0.1 0.3 0.177
H -0.439 -0.468 -1.848 -0.2 -0.2 0.1 0.192
H 2.034 2.101 -0.383 -0.2 0.2 -0.3 0.182

8.
20
Properties=species:S:1:pos:R:3:forces:R:3:nbo_charge:R:1 method="wB97M-V/def2-TZVPD" orbital_gap_ev=9.242 de_lowest_kcal_mol=53.1 total_energy_ha=-328.23423 smiles="C/C=C/CNC.O" spin_multiplicity=1
O 0.592 3.217 1.183 0.4 -0.2 -0.4 -0.927
N -0.795 -1.396 1.518 0.2 1.2 0.5 -0.622
C 0.488 0.085 -2.631 1.0 -0.9 1.7 -0.665
C -1.023 -0.469 -0.733 1.1 1.7 1.2 -0.207
C -1.384 -0.297 0.731 -1.2 -1.0 0.0 -0.261
C -0.170 0.390 -1.287 -0.5 -0.6 -1.6 -0.182
C 0.652 -1.281 1.696 0.5 -2.3 -0.6 -0.420
H 0.871 3.163 0.258 -0.3 0.2 0.1 0.464
H -0.121 0.389 -3.472 0.5 0.3 -0.4 0.225
H -0.988 -2.307 1.135 -0.3 0.1 -0.2 0.354
H 0.944 -1.631 2.674 -0.1 0.2 0.6 0.191
H 1.539 0.397 -2.529 -0.4 1.0 -0.9 0.217
H 1.153 -2.041 1.034 0.0 0.9 0.2 0.172
H 1.115 -0.321 1.538 -0.3 0.5 -0.3 0.194
H -0.034 1.392 -0.892 0.2 -0.3 0.4 0.185
H -2.470 -0.310 0.864 -0.1 -0.4 0.0 0.194
H 1.302 2.731 1.618 -0.1 0.0 0.3 0.466
H 0.740 -0.986 -2.674 -1.0 0.0 -0.2 0.211
H -1.273 -1.376 -1.262 -0.1 -0.3 0.2 0.196
H -1.140 0.650 1.232 0.6 -0.1 -0.7 0.216